Formula: C74H205N17O23
Source: the Open Molecules 2025 dataset
Level of theory: ωB97M-V/def2-TZVPD

XYZ file:
```
319
Properties=species:S:1:pos:R:3:forces:R:3
C 15.369 14.309 13.361 -0.386 0.610 0.348
C 16.107 15.637 13.619 0.361 -0.604 -0.547
O 15.602 16.652 12.799 0.314 -0.215 -0.595
O 15.700 13.402 14.416 -0.080 -0.057 -0.683
H 15.501 13.887 12.365 1.059 0.016 -0.126
H 14.290 14.449 13.296 -0.338 0.552 0.713
H 17.168 15.520 13.398 0.120 -0.117 -0.006
H 16.034 15.991 14.647 -0.164 -0.551 0.373
H 14.809 16.911 13.273 -0.982 0.863 0.218
H 15.128 12.652 14.237 0.124 -0.406 0.415
C 20.755 15.916 12.234 0.669 0.070 1.948
C 22.123 16.681 12.115 -2.362 0.079 -0.765
O 22.024 17.581 11.006 -0.442 -1.271 0.428
O 20.736 15.375 13.577 1.752 1.160 -0.503
H 20.669 15.136 11.477 0.163 -0.011 -0.098
H 19.857 16.533 12.197 0.271 0.555 -0.617
H 22.885 15.914 11.974 0.314 0.130 0.097
H 22.286 17.313 12.988 0.098 -0.526 0.419
H 22.779 18.168 11.088 0.765 0.806 -0.603
H 20.174 14.599 13.636 -0.906 -0.247 -0.416
C 18.095 18.554 10.799 -1.656 0.415 -0.687
C 18.647 17.911 9.538 2.245 -0.453 0.192
O 20.053 18.339 9.280 -2.288 0.512 -0.449
O 16.623 18.400 10.887 1.865 0.683 -0.610
H 18.271 19.624 10.689 -0.067 0.037 0.166
H 18.667 18.222 11.665 -0.346 -0.191 0.267
H 18.054 18.118 8.647 0.111 0.197 0.175
H 18.743 16.833 9.668 -0.564 -0.256 -0.054
H 20.618 18.058 10.004 0.244 -0.348 0.400
H 16.321 17.747 11.523 0.361 -0.464 0.436
C 21.922 27.993 17.566 0.120 -0.321 -0.601
C 21.701 27.282 18.911 -0.405 0.457 -1.333
C 21.965 25.783 18.772 0.175 -0.332 0.800
O 21.380 25.115 17.671 -0.834 0.775 0.278
C 19.947 25.102 17.684 0.226 0.050 -0.721
N 22.495 27.902 19.946 1.120 0.197 0.589
H 21.992 29.075 17.677 -0.129 0.017 0.097
H 21.208 27.782 16.770 -0.516 -0.044 0.312
H 22.842 27.649 17.095 0.442 0.024 0.286
H 20.683 27.455 19.260 -0.306 -0.208 -0.334
H 21.668 25.303 19.704 -0.201 -0.179 0.240
H 23.032 25.578 18.688 0.220 0.247 -0.165
H 19.507 24.326 18.310 0.299 -0.162 0.240
H 19.668 24.899 16.650 -0.138 -0.092 0.043
H 19.507 26.061 17.957 0.169 0.124 0.084
H 23.458 27.600 19.950 0.230 -0.905 0.030
H 22.677 28.856 19.668 -0.630 0.512 0.159
C 27.822 20.035 22.035 -0.692 0.564 0.187
C 26.971 19.063 21.271 0.390 -0.313 -1.082
C 25.888 19.734 20.395 0.243 0.114 1.331
O 24.913 20.326 21.277 -0.362 0.633 -1.852
C 24.002 21.133 20.485 -0.282 -0.017 0.209
N 27.884 18.334 20.347 -1.476 0.340 0.839
H 28.612 19.492 22.554 0.142 0.211 -0.072
H 27.181 20.525 22.768 0.206 0.200 0.158
H 28.206 20.785 21.343 0.337 0.012 0.187
H 26.492 18.449 22.032 -0.335 -0.505 -0.159
H 25.403 19.049 19.700 -0.169 -0.405 0.095
H 26.367 20.482 19.763 0.072 0.412 0.056
H 24.512 21.915 19.923 0.203 -0.143 -0.049
H 23.215 21.622 21.059 0.528 0.017 0.898
H 23.369 20.567 19.802 0.575 -0.567 -0.379
H 28.538 17.769 20.870 0.109 -0.079 0.203
H 27.366 17.699 19.757 0.084 -0.317 -0.189
C 20.307 17.228 20.461 0.571 0.554 1.161
C 18.873 17.744 20.617 1.786 -1.573 -0.614
C 18.606 18.332 22.018 -0.893 -1.333 -1.461
O 18.722 17.332 23.047 1.706 0.199 -2.911
C 18.034 17.697 24.175 -0.048 0.156 0.296
N 18.602 18.655 19.510 -0.487 0.722 0.430
H 20.550 16.901 19.450 -0.213 -0.431 0.082
H 20.548 16.519 21.254 -0.109 -0.646 -0.343
H 21.022 18.018 20.691 0.011 0.503 -0.220
H 18.267 16.856 20.438 -0.493 -0.033 0.512
H 17.559 18.591 21.859 -0.390 0.609 0.823
H 19.217 19.223 22.159 0.139 -0.189 0.353
H 18.320 18.725 24.394 -0.541 0.207 0.607
H 18.377 17.020 24.957 -0.397 0.121 0.211
H 16.986 17.569 23.905 -0.462 0.354 0.853
H 18.898 19.567 19.826 -0.379 0.399 -0.014
H 19.249 18.469 18.757 0.014 -0.434 -0.285
C 16.265 22.027 17.370 -1.005 -0.041 -0.456
C 16.999 21.174 16.360 0.637 -0.596 1.130
C 17.207 21.840 15.030 0.670 -0.958 -0.508
O 15.987 22.032 14.340 -0.455 0.260 0.034
C 16.138 22.720 13.090 0.600 0.265 0.997
N 18.301 20.801 16.995 -0.468 0.986 -0.153
H 15.249 22.248 17.042 -0.062 0.130 -0.336
H 16.779 22.983 17.470 0.127 -0.084 0.388
H 16.097 21.504 18.312 0.543 0.090 0.234
H 16.497 20.229 16.153 -0.753 0.037 -0.038
H 17.830 21.113 14.508 0.149 -0.210 -0.669
H 17.876 22.697 15.118 -0.417 0.766 0.059
H 16.617 22.078 12.350 0.170 0.100 -0.039
H 16.721 23.603 13.352 0.488 0.136 -0.621
H 15.216 23.126 12.675 -0.391 -0.572 0.431
H 18.857 20.165 16.441 -0.217 -0.006 -0.433
H 18.066 20.238 17.800 -0.114 0.031 0.429
C 20.883 27.188 9.412 -1.012 0.724 0.756
C 22.005 27.589 10.341 0.767 -0.312 0.217
C 22.109 26.656 11.571 -0.552 1.342 -0.327
O 21.011 27.060 12.415 1.301 -0.140 0.153
C 21.012 26.346 13.630 -0.757 -0.585 0.106
N 23.225 27.597 9.555 0.449 -1.091 -0.516
H 19.972 27.122 10.008 -0.067 -0.578 0.092
H 21.101 26.259 8.887 -0.046 0.107 0.032
H 20.599 27.997 8.739 0.501 -0.044 -0.477
H 21.962 28.623 10.682 -1.185 -0.067 0.651
H 23.069 26.818 12.060 0.153 0.283 0.358
H 22.106 25.593 11.330 -0.510 -0.199 -0.230
H 20.408 26.831 14.396 -0.267 0.329 -0.355
H 21.969 26.181 14.124 0.510 0.126 -0.447
H 20.555 25.380 13.412 0.047 -0.415 0.348
H 24.021 27.923 10.085 0.024 0.283 -0.097
H 23.016 28.213 8.782 0.630 0.100 -0.184
C 21.042 14.114 17.406 -0.114 0.544 0.948
C 19.730 13.371 17.703 0.957 1.186 -1.408
C 18.527 14.322 17.633 1.862 -0.394 1.216
O 17.415 13.651 18.087 -1.127 -0.546 -0.261
C 16.218 14.276 17.694 -0.794 -0.130 -0.219
N 19.686 12.399 16.612 -0.568 -0.102 0.195
H 21.292 14.792 18.221 0.129 -0.008 0.230
H 21.038 14.741 16.515 -0.240 -0.321 -0.298
H 21.828 13.361 17.342 0.209 0.151 -0.133
H 19.853 12.908 18.682 -0.487 0.000 0.229
H 18.443 14.712 16.619 -0.175 0.049 -0.188
H 18.723 15.109 18.360 0.240 0.726 -0.234
H 15.439 13.516 17.759 -0.053 0.061 -0.175
H 16.286 14.665 16.679 0.004 -0.316 -0.280
H 15.872 15.121 18.289 0.425 0.087 0.617
H 18.822 11.879 16.678 -0.053 -0.447 -0.014
H 20.476 11.789 16.769 -0.146 -0.495 -0.249
C 12.316 13.705 19.335 0.600 0.185 1.156
C 12.036 14.889 20.316 0.262 -1.041 -1.878
C 13.395 15.378 21.026 -1.833 1.982 -1.359
O 14.193 16.105 20.023 -0.918 -0.842 1.198
C 15.251 16.887 20.586 0.169 -1.036 -1.363
N 11.347 15.947 19.529 1.148 0.731 0.555
H 12.996 13.030 19.854 0.168 -0.317 -0.274
H 12.793 14.083 18.431 0.047 -0.099 -0.015
H 11.425 13.128 19.088 -0.128 0.252 -0.068
H 11.227 14.544 20.960 0.726 -0.011 0.965
H 13.988 14.663 21.597 -0.130 -0.479 -0.466
H 13.036 16.131 21.727 0.163 0.154 0.346
H 16.000 16.207 20.992 -0.019 0.118 0.759
H 14.936 17.692 21.250 -0.123 -0.165 0.147
H 15.753 17.277 19.701 0.005 0.557 0.103
H 10.671 15.548 18.893 -0.323 -0.443 0.297
H 12.041 16.299 18.885 0.256 0.485 -0.075
C 31.062 21.537 18.143 0.150 0.082 -0.384
C 29.825 20.795 18.689 -0.117 0.241 -0.166
C 28.661 20.652 17.606 2.340 1.205 2.179
O 29.255 20.048 16.489 -1.300 -0.380 -0.735
C 28.250 19.764 15.505 0.496 0.099 0.566
N 30.170 19.485 19.193 0.623 -0.439 -0.937
H 31.282 21.248 17.116 -0.333 0.025 -0.180
H 32.013 21.333 18.635 -0.356 -0.368 0.646
H 30.978 22.623 18.174 -0.373 0.068 -0.113
H 29.443 21.299 19.577 -0.268 0.600 -0.241
H 28.329 21.678 17.449 -0.475 0.029 -0.686
H 27.902 20.064 18.122 -0.337 -0.277 -0.471
H 27.687 20.673 15.295 0.093 0.164 -0.412
H 27.513 19.053 15.880 -0.022 -0.266 0.189
H 28.738 19.334 14.630 -0.034 0.244 -0.016
H 30.206 18.959 18.331 0.833 -0.709 -0.310
H 29.313 19.097 19.561 -0.249 0.083 0.620
C 18.406 12.981 11.387 -0.419 -0.585 -0.269
C 19.138 12.361 12.600 0.077 1.005 -1.858
C 20.592 12.110 12.247 -0.206 -0.835 -1.471
O 20.719 10.948 11.357 -0.010 0.944 1.382
C 22.081 10.679 11.093 -0.477 -1.423 -0.811
N 19.035 13.412 13.631 -0.047 -1.857 -0.129
H 18.778 13.973 11.132 0.211 0.043 0.372
H 17.348 13.096 11.622 -0.059 0.033 0.037
H 18.450 12.422 10.453 0.151 -0.416 0.187
H 18.667 11.435 12.927 -0.015 -0.178 -0.101
H 21.188 11.987 13.152 0.279 -0.097 0.005
H 20.939 12.933 11.622 0.331 0.466 0.500
H 22.680 10.594 11.999 0.191 0.534 -0.028
H 22.502 11.245 10.262 0.178 1.002 0.502
H 22.111 9.692 10.633 -0.219 -0.387 0.260
H 19.568 13.031 14.399 -0.021 0.042 1.001
H 18.074 13.260 13.903 -0.426 0.799 0.660
C 16.488 23.368 22.039 -0.229 -0.592 -0.874
C 17.282 22.076 21.698 1.720 2.501 0.718
C 18.560 22.381 20.844 -2.028 -0.651 -0.357
O 19.249 21.155 20.600 0.015 1.331 1.066
C 20.397 21.480 19.851 0.178 -0.845 -0.593
N 17.719 21.471 22.962 -0.391 -1.421 -0.562
H 16.282 23.955 21.144 -0.021 -0.073 -0.225
H 16.941 24.071 22.739 0.274 -0.422 0.213
H 15.523 23.022 22.408 0.007 0.289 0.294
H 16.620 21.454 21.095 0.123 -0.497 0.369
H 19.181 23.148 21.305 0.280 -0.145 0.355
H 18.262 22.752 19.863 -0.164 0.317 -0.232
H 21.026 20.591 19.831 0.310 0.175 0.242
H 20.889 22.352 20.283 0.327 -0.076 -0.147
H 20.098 21.636 18.814 0.106 0.485 -0.209
H 18.392 20.779 22.666 -0.045 -0.443 0.336
H 18.262 22.046 23.590 -0.275 0.834 -0.257
C 25.239 22.149 16.755 0.524 -0.397 -1.060
C 24.252 23.262 16.958 -0.253 -0.347 1.203
C 23.942 23.990 15.660 -1.665 -1.229 0.205
O 25.025 24.633 15.149 1.640 1.441 -0.507
C 25.154 25.945 15.668 -0.169 0.209 -0.966
N 23.046 22.669 17.564 1.282 0.592 -0.073
H 26.098 22.581 16.241 0.268 -0.263 -0.080
H 24.792 21.394 16.108 -0.066 -0.143 -0.354
H 25.589 21.580 17.617 -0.192 0.500 0.405
H 24.772 23.952 17.623 -0.318 0.431 0.353
H 23.066 24.631 15.762 -0.021 0.586 0.521
H 23.564 23.308 14.898 0.290 -0.692 -0.104
H 25.074 26.004 16.753 0.414 -0.127 0.103
H 24.357 26.569 15.263 -0.406 0.106 -0.007
H 26.061 26.374 15.241 0.244 -0.151 0.523
H 22.344 23.388 17.664 -0.256 0.036 -0.094
H 22.761 22.086 16.790 -1.117 -0.618 0.226
C 13.632 19.736 13.381 -1.313 0.344 -0.394
C 13.761 19.065 14.704 0.810 0.577 0.025
C 12.867 19.645 15.798 0.822 -0.606 0.199
O 12.730 18.750 16.896 1.052 -0.719 0.543
C 13.954 18.418 17.637 -0.906 0.993 -0.097
N 13.492 17.664 14.464 0.435 -0.541 0.577
H 14.160 19.157 12.623 0.453 0.577 -0.031
H 13.789 20.815 13.393 0.538 -0.199 -0.129
H 12.578 19.611 13.131 -0.376 0.128 -0.371
H 14.794 19.214 15.017 0.260 -0.454 0.182
H 11.877 19.775 15.360 -0.183 0.311 0.401
H 13.332 20.545 16.200 -0.312 0.546 -0.361
H 14.516 19.287 17.980 -0.406 0.696 0.053
H 14.745 17.898 17.097 -0.459 -0.713 -0.428
H 13.603 17.901 18.530 0.219 -0.265 -0.322
H 12.600 17.572 13.999 -0.295 0.001 -0.099
H 13.364 17.294 15.395 -0.206 -0.722 0.087
C 19.543 21.992 11.685 -0.560 -0.195 -0.810
C 20.895 21.288 11.497 -1.448 1.090 0.062
C 21.528 21.670 10.133 -0.095 0.513 1.358
O 21.850 23.055 10.236 0.916 -0.402 -0.657
C 22.666 23.552 9.162 -1.578 0.655 0.053
N 21.659 21.676 12.680 0.435 -1.184 -0.664
H 19.140 21.859 12.689 0.188 -0.139 0.014
H 18.800 21.621 10.978 -0.079 -0.165 -0.029
H 19.576 23.060 11.472 0.414 0.137 0.154
H 20.728 20.211 11.504 0.114 -0.144 0.030
H 20.824 21.449 9.331 0.002 0.032 -0.211
H 22.446 21.102 9.987 -0.012 -0.085 -0.264
H 23.459 22.921 8.760 0.213 -0.316 0.693
H 23.000 24.539 9.482 0.451 -0.189 -0.027
H 22.002 23.741 8.319 -0.077 0.003 -0.344
H 21.764 22.681 12.688 0.218 0.199 -0.144
H 22.564 21.273 12.483 0.607 0.531 0.652
C 21.790 19.347 23.154 1.272 -0.340 0.121
C 23.017 18.836 23.918 -1.166 -0.076 -2.262
C 23.591 17.570 23.218 -2.193 0.630 1.141
O 24.596 17.078 24.055 0.023 -0.831 -0.506
C 25.168 15.961 23.406 1.650 0.742 0.550
N 24.058 19.810 23.959 0.630 -0.124 1.646
H 22.093 19.617 22.143 -0.034 -0.559 -0.422
H 21.487 20.328 23.520 -0.639 -0.398 0.661
H 21.127 18.482 23.197 -0.878 0.719 -0.312
H 22.689 18.530 24.911 0.249 0.109 0.242
H 23.925 17.768 22.200 0.288 0.255 -0.135
H 22.780 16.843 23.179 -0.186 -0.429 -0.278
H 26.035 15.708 24.016 -0.134 -0.501 0.078
H 25.598 16.331 22.475 -0.118 -0.319 -0.509
H 24.523 15.100 23.233 -0.309 0.144 0.148
H 24.358 20.111 23.042 -0.267 -0.154 -0.252
H 24.725 19.106 24.240 1.763 1.080 0.498
C 22.170 19.182 17.275 -0.042 -1.055 -1.424
C 21.965 19.559 15.771 -1.925 0.539 0.950
C 20.843 18.740 15.024 1.295 -0.505 0.607
O 19.631 18.734 15.771 0.882 0.087 0.054
C 18.655 17.850 15.297 -0.372 -0.286 -0.384
N 21.518 20.968 15.743 0.613 -0.282 -0.624
H 22.461 18.132 17.242 -0.183 -0.142 0.537
H 21.237 19.312 17.823 -0.008 -0.011 -0.046
H 22.965 19.715 17.797 -0.036 0.367 -0.416
H 22.877 19.440 15.186 0.162 0.029 0.120
H 21.181 17.726 14.811 -0.113 -0.429 0.352
H 20.706 19.187 14.040 -0.244 0.382 -0.152
H 18.532 17.943 14.218 0.019 -0.041 -0.250
H 17.694 18.095 15.748 0.049 0.177 0.210
H 18.884 16.811 15.534 0.199 -0.110 -0.021
H 20.523 20.970 15.915 -0.191 0.202 0.493
H 21.573 21.235 14.770 -0.021 0.445 -0.480
C 25.327 18.086 12.746 0.209 1.342 -0.066
C 24.637 19.402 12.314 -0.264 -0.291 0.795
C 25.459 20.647 12.533 -0.067 0.245 1.308
O 24.606 21.774 12.411 0.689 0.558 -1.051
C 25.402 22.997 12.357 -0.557 -1.650 0.133
N 24.146 19.307 10.964 0.288 -0.365 -0.310
H 24.841 17.237 12.266 0.032 -0.045 0.394
H 25.365 18.052 13.835 -0.393 -0.376 0.013
H 26.379 18.116 12.463 0.109 -0.114 -0.389
H 23.726 19.558 12.892 -0.031 -0.201 0.591
H 26.354 20.658 11.911 -0.026 0.245 -0.618
H 25.828 20.720 13.556 0.287 -0.524 0.392
H 26.042 22.956 13.239 -0.024 0.673 0.144
H 24.701 23.831 12.332 0.300 -0.048 0.107
H 26.037 22.932 11.474 -0.035 0.363 -0.186
H 23.801 20.218 10.697 0.173 0.068 -0.357
H 24.922 19.028 10.381 -0.048 0.144 -0.573
C 24.934 15.864 19.322 1.250 -0.359 -0.638
C 25.874 15.989 18.077 -0.085 -1.437 0.730
C 25.438 17.069 17.079 -0.189 0.694 0.843
O 24.145 16.875 16.444 1.782 1.278 0.954
C 24.196 15.908 15.458 -0.099 -1.503 -0.350
N 27.272 16.124 18.583 -0.587 1.124 -0.150
H 25.027 16.767 19.925 -0.596 0.254 -0.186
H 25.339 15.092 19.976 0.078 -0.271 -0.025
H 23.925 15.533 19.072 -0.056 0.573 -0.049
H 25.961 15.023 17.581 -1.123 -0.163 -0.466
H 26.290 17.281 16.433 -0.211 -0.542 -1.061
H 25.385 18.036 17.581 -0.496 0.012 0.442
H 25.136 15.948 14.908 0.110 -0.125 -0.126
H 23.371 15.958 14.746 -0.159 0.523 0.142
H 24.079 14.944 15.952 0.269 -0.492 -0.263
H 27.961 16.116 17.844 -0.021 -0.026 -0.194
H 27.482 15.360 19.209 -0.078 -0.106 -0.019
```
Positions in Å, forces in eV/Å.

Calculated values
HOMO (eV): -8.48
DFT total energy (hartree): -5603.2981
Total charge: 0
LUMO level (eV): 0.292
Maximum force (eV/A): 3.4
Orbital gap (eV): 8.77